Density functional theory data (ωB97M-V/def2-TZVPD) for C6H9NaO4 as an isolated structure at a distorted geometry.

Calculated values
**E_HOMO**: -8.40 eV
**F_max**: 2.41 eV/A
**Energy relative to the best compared isomer or geometry (same formula, charge and spin)**: 5.0 kcal/mol
**Calculated total energy**: -18973.3202 eV

The geometry in ORCA input format:
```
! wB97M-V def2-TZVPD RIJCOSX def2/J DEFGRID3
* xyz 0 1
O 2.5511 2.6095 0.6852
C 2.2662 1.3951 0.5426
O 2.9161 0.5805 -0.1540
O 1.1138 1.0225 1.1519
C 0.4200 -0.1716 0.8012
Na 4.4859 2.2153 -0.4639
H 1.1376 -0.7653 0.2174
H 0.1787 -0.5106 1.8180
C -2.1315 -0.6511 1.7988
C -1.9248 -0.7543 0.4744
H -1.4346 -0.7032 2.6358
H -3.1542 -0.6187 2.1857
H -2.5763 -1.3993 -0.1268
C -0.8270 -0.0619 -0.2448
C -0.6592 -0.6637 -1.6366
O 0.1904 0.1574 -2.4159
H -1.0165 1.0180 -0.3423
H -1.6483 -0.7396 -2.1204
H -0.2486 -1.6841 -1.5506
H 0.3612 -0.2748 -3.2557
*
```

Here are the Mulliken charges for atoms 1 to 4, given in e:
1 O -0.863
2 C 0.936
3 O -0.868
4 O -0.358

Density functional theory data (ωB97M-V/def2-TZVPD) for a 2-piece molecular cluster, C26H22NOS2 overall at a distorted geometry.

Calculated values
**E_HOMO**: -9.37 eV
**F_max**: 2.55 eV/A
**Calculated total energy**: -52519.7728 eV

The geometry in ORCA input format:
```
! wB97M-V def2-TZVPD RIJCOSX def2/J DEFGRID3
* xyz 1 1
C -1.5843 2.6930 -3.8843
C -2.6773 2.0221 -3.3775
C -2.6560 1.5478 -2.0826
C -1.5482 1.7400 -1.2667
C -1.5691 1.2047 0.1230
C -0.3958 1.2305 0.9011
N -0.2878 0.8218 2.2186
C -1.3205 0.1574 2.8225
C -1.2651 -0.2715 4.1247
C -0.1545 -0.0217 4.8833
C 0.9285 0.6925 4.3426
C 0.8780 1.1056 2.9876
C 1.9653 1.8426 2.4956
C 3.0180 2.1916 3.3035
C 3.0528 1.7941 4.6375
C 2.0357 1.0417 5.1443
O -2.6371 0.7624 0.5616
C -0.4637 2.4385 -1.7883
C -0.4806 2.8997 -3.0855
H -1.5870 3.0485 -4.9024
H -3.5386 1.8577 -4.0028
H -3.5048 1.0231 -1.6801
H 0.4945 1.6092 0.4445
H -2.2074 -0.0233 2.2439
H -2.1040 -0.7897 4.5573
H -0.1079 -0.3632 5.9031
H 1.9793 2.1627 1.4695
H 3.8317 2.7801 2.9113
H 3.8720 2.0965 5.2695
H 2.0543 0.7247 6.1737
H 0.3913 2.6397 -1.1712
H 0.3802 3.4120 -3.4802
C -0.1381 -0.3004 -4.6741
C -1.1954 -1.0709 -4.2148
C -1.0535 -1.8404 -3.0875
C 0.1696 -1.8735 -2.3728
C 0.3276 -2.6678 -1.2301
S 1.8408 -2.7967 -0.3596
C 1.3991 -4.1628 0.7085
C -0.1088 -4.2651 0.8774
S -0.9743 -3.6176 -0.5476
C 1.2300 -1.0767 -2.8707
C 1.0699 -0.3039 -3.9935
H -0.2577 0.3067 -5.5562
H -2.1310 -1.0630 -4.7492
H -1.8700 -2.4439 -2.7355
H 1.8062 -5.0756 0.2616
H 1.9086 -4.0293 1.6689
H -0.4264 -5.3014 1.0322
H -0.4447 -3.6978 1.7506
H 2.1710 -1.0928 -2.3520
H 1.8851 0.3022 -4.3531
*
```

Here are the Mulliken charges for atoms 1 to 4, given in e:
1 C -0.448
2 C -0.664
3 C -0.416
4 C 0.354

Density functional theory data (ωB97M-V/def2-TZVPD) for a 2-piece molecular cluster, C3H9N2 overall at a distorted geometry.

Calculated values
**E_HOMO**: -14.85 eV
**F_max**: 3.47 eV/A
**Energy relative to the best compared isomer or geometry (same formula, charge and spin)**: 46.6 kcal/mol
**Calculated total energy**: -6229.0277 eV

The geometry in ORCA input format:
```
! wB97M-V def2-TZVPD RIJCOSX def2/J DEFGRID3
* xyz 1 1
C -1.0465 0.5320 0.7413
C -1.9666 -0.4572 0.9477
N 0.3685 0.4334 1.2119
H -1.2409 1.3993 0.1406
H -3.0026 -0.3882 0.5698
H -1.6757 -1.3573 1.4669
H 0.5190 -0.5204 1.5672
H 1.0025 0.5565 0.3144
H 0.5905 1.0575 1.9218
C 0.9708 -0.5189 -1.8437
N 1.5642 0.4262 -1.1768
H 0.3248 -1.2109 -1.2671
H 1.3608 -0.8966 -2.7824
H 2.2310 0.9446 -1.8115
*
```

Here are the Mulliken charges for atoms 1 to 4, given in e:
1 C -0.130
2 C -0.587
3 N -0.281
4 H 0.388